# 1
ORCA calculation (the ωB97M-V functional and the def2-TZVPD basis) on a molecular structure, C33H33IN4OP2SYb.

Structure (XYZ):
```
76
Properties=species:S:1:pos:R:3:lowdin_charge:R:1
Yb -0.411 -0.327 -0.292 1.43
C 1.625 -2.084 1.833 -0.25
P 1.777 -2.038 -0.038 1.03
C 1.516 -3.783 -0.502 -0.38
C 2.392 -4.497 -1.314 -0.09
C 2.095 -5.802 -1.671 -0.07
C 0.920 -6.395 -1.242 -0.07
C 0.023 -5.672 -0.470 -0.07
C 0.314 -4.372 -0.106 -0.14
C 3.572 -1.748 -0.192 -0.36
C 3.999 -0.531 -0.710 -0.13
C 5.350 -0.244 -0.804 -0.10
C 6.283 -1.173 -0.373 -0.07
C 5.863 -2.383 0.161 -0.06
C 4.513 -2.671 0.260 -0.10
C 1.306 -0.707 2.323 -0.42
C 1.965 0.083 3.238 -0.05
C 1.236 1.284 3.337 -0.06
C 0.162 1.167 2.483 -0.43
C -0.954 2.124 2.183 -0.25
P -1.093 2.252 0.336 1.00
C -2.845 2.706 0.116 -0.39
C -3.722 1.630 0.282 -0.15
C -5.084 1.810 0.135 -0.07
C -5.576 3.065 -0.201 -0.06
C -4.706 4.127 -0.381 -0.06
C -3.340 3.960 -0.215 -0.07
C -0.096 3.678 -0.173 -0.36
C -0.244 4.132 -1.485 -0.13
C 0.566 5.142 -1.968 -0.08
C 1.540 5.697 -1.153 -0.07
C 1.720 5.218 0.133 -0.06
C 0.912 4.208 0.627 -0.07
N 0.190 -0.055 1.846 -0.13
H 2.555 -2.447 2.275 0.09
H 0.815 -2.776 2.092 0.08
H 3.305 -4.037 -1.662 0.10
H 2.784 -6.356 -2.292 0.11
H 0.691 -7.414 -1.515 0.11
H -0.907 -6.124 -0.161 0.11
H -0.405 -3.809 0.480 0.08
H 3.253 0.190 -1.029 0.07
H 5.677 0.699 -1.215 0.10
H 7.338 -0.953 -0.442 0.11
H 6.597 -3.100 0.498 0.11
H 4.189 -3.611 0.683 0.11
H 2.856 -0.167 3.780 0.10
H 1.459 2.117 3.976 0.10
H -0.797 3.099 2.649 0.10
H -1.916 1.726 2.534 0.09
H -3.312 0.645 0.530 0.10
H -5.758 0.980 0.278 0.11
H -6.639 3.214 -0.318 0.11
H -5.097 5.096 -0.649 0.11
H -2.667 4.796 -0.339 0.11
H -0.998 3.684 -2.122 0.10
H 0.447 5.495 -2.981 0.11
H 2.167 6.494 -1.522 0.11
H 2.500 5.630 0.753 0.11
H 1.080 3.825 1.622 0.10
N 0.419 0.216 -4.228 0.17
C 1.065 0.806 -3.229 -0.66
O 0.807 0.554 -2.040 -0.18
C 2.125 1.812 -3.584 -0.51
I 3.825 0.682 -4.309 0.89
H -0.127 -0.635 -4.024 -0.03
H 0.683 0.370 -5.190 0.12
H 2.440 2.361 -2.699 0.06
H 1.823 2.490 -4.380 0.06
N -2.178 0.588 -2.297 0.04
H -2.890 1.260 -2.013 0.02
H -1.714 0.988 -3.110 0.03
H -2.701 -0.219 -2.639 0.04
S -0.823 -2.640 -3.507 0.71
C -1.268 -2.290 -2.023 -1.01
N -1.640 -2.010 -0.934 -0.09
```

Results
Net charge: +1
Molecular weight, g mol⁻¹: 895.613
E_HOMO (alpha / beta), eV: -9.79 / -9.79
Energy relative to the best compared isomer or geometry (same formula, charge and spin), kJ/mol: 71.8
Expectation value of S²: 0.751
2S+1: 2
Calculated total energy, eV: -111806.7509
Gap between HOMO and LUMO (alpha / beta), eV: 7.0 / 6.9



# 2
ORCA calculation (the ωB97M-V functional and the def2-TZVPD basis) on a molecular structure, C33H33IrN6O6S.

Structure (XYZ):
```
80
Properties=species:S:1:pos:R:3:lowdin_charge:R:1
Ir -0.560 0.581 -1.249 1.41
O -5.044 1.215 -6.542 -0.04
C -3.811 1.879 -6.625 -0.19
C -3.040 1.620 -5.365 -0.13
C -1.809 2.234 -5.147 0.03
C -1.116 1.967 -3.988 -0.08
N -1.586 1.121 -3.058 -0.08
C -2.791 0.533 -3.252 -0.18
C -3.537 0.759 -4.390 0.09
C -3.200 -0.360 -2.145 -0.17
C -4.396 -1.040 -2.081 0.09
C -4.642 -1.912 -1.020 -0.12
C -5.924 -2.705 -0.979 -0.19
O -6.913 -2.118 -1.788 -0.03
C -3.653 -2.064 -0.054 0.04
C -2.485 -1.340 -0.151 -0.05
N -2.268 -0.496 -1.172 -0.07
H -5.540 1.339 -7.359 0.12
H -3.930 2.963 -6.742 0.15
H -3.205 1.523 -7.469 0.15
H -1.387 2.916 -5.874 0.14
H -0.155 2.418 -3.782 0.12
H -4.496 0.289 -4.543 0.13
H -5.154 -0.911 -2.841 0.13
H -6.246 -2.844 0.055 0.14
H -5.702 -3.701 -1.379 0.15
H -7.605 -1.732 -1.243 0.11
H -3.776 -2.742 0.779 0.14
H -1.681 -1.450 0.573 0.11
C 2.977 -3.168 -2.571 -0.05
C 3.418 -2.821 -1.302 -0.04
C 2.764 -1.847 -0.565 0.00
C 1.661 -1.210 -1.117 -0.26
C 1.219 -1.544 -2.395 -0.06
C 1.873 -2.526 -3.117 -0.06
N 0.966 -0.169 -0.420 -0.13
N 1.169 -0.082 0.925 -0.08
C 0.128 1.906 1.373 -0.28
C -0.022 2.885 2.349 0.06
C -1.182 3.620 2.378 0.01
C -2.174 3.362 1.430 -0.01
C -1.951 2.397 0.489 -0.09
N -0.803 1.664 0.443 -0.04
H 3.491 -3.932 -3.136 0.12
H 4.280 -3.316 -0.876 0.12
H 3.110 -1.580 0.418 0.10
H 0.361 -1.045 -2.853 0.08
H 1.526 -2.785 -4.107 0.12
H 0.783 3.025 3.056 0.14
H -1.328 4.380 3.133 0.14
H -3.102 3.913 1.419 0.13
H -2.678 2.168 -0.279 0.11
C 5.776 2.698 1.762 -0.04
C 5.151 1.645 2.630 -0.26
C 5.079 0.321 2.189 -0.04
C 4.502 -0.659 2.973 -0.07
C 3.982 -0.324 4.216 -0.30
C 4.055 0.977 4.682 -0.05
C 4.641 1.953 3.885 -0.02
S 3.230 -1.568 5.231 0.64
O 2.483 -0.863 6.231 -0.28
O 4.214 -2.549 5.553 -0.25
N 2.149 -2.317 4.240 -0.12
C 0.773 -1.853 4.203 -0.20
C 0.630 -0.643 3.282 -0.06
C 0.687 -1.041 1.828 -0.39
O 0.323 -2.098 1.374 0.11
O 1.317 1.235 1.367 0.06
H 6.756 2.381 1.409 0.09
H 5.898 3.635 2.301 0.08
H 5.160 2.890 0.882 0.08
H 5.503 0.060 1.226 0.12
H 4.478 -1.690 2.645 0.12
H 3.661 1.218 5.659 0.12
H 4.718 2.966 4.258 0.12
H 2.339 -3.297 4.105 0.12
H 0.449 -1.565 5.203 0.12
H 0.149 -2.678 3.862 0.13
H 1.399 0.091 3.516 0.11
H -0.339 -0.158 3.441 0.14
```

Results
Net charge: +2
Molecular weight, g mol⁻¹: 833.947
E_HOMO, eV: -13.10
Energy relative to the best compared isomer or geometry (same formula, charge and spin), kJ/mol: 345.6
2S+1: 1
Calculated total energy, eV: -69639.6115
Gap between HOMO and LUMO, eV: 5.8



# 3
ORCA calculation (the ωB97M-V functional and the def2-TZVPD basis) on a molecular structure, C33H33LiN4O6S.

Structure (XYZ):
```
78
Properties=species:S:1:pos:R:3:lowdin_charge:R:1
Li 0.227 -0.143 1.353 0.59
C -3.767 -3.563 0.917 -0.05
C -4.179 -2.280 0.254 -0.21
C -5.151 -2.281 -0.744 -0.09
C -5.505 -1.123 -1.423 -0.13
C -4.861 0.065 -1.090 -0.08
C -3.884 0.098 -0.104 -0.21
C -3.189 1.382 0.264 -0.05
C -3.529 -1.079 0.588 -0.21
N -2.473 -1.013 1.473 0.11
C -2.611 -1.367 2.730 -0.52
O -3.645 -1.616 3.391 -0.05
C -1.289 -1.404 3.487 -0.18
C -1.266 -1.395 4.873 -0.01
C -0.033 -1.380 5.513 -0.06
C 1.133 -1.413 4.763 -0.01
C 1.017 -1.460 3.383 -0.19
N -0.169 -1.452 2.770 0.09
C 2.260 -1.548 2.496 -0.51
O 3.309 -1.972 3.023 -0.03
N 2.036 -1.162 1.246 0.05
C 3.080 -1.225 0.316 -0.20
C 2.981 -2.135 -0.751 -0.23
C 1.803 -3.071 -0.806 -0.04
C 3.984 -2.179 -1.714 -0.14
C 5.078 -1.326 -1.647 -0.12
C 5.158 -0.412 -0.604 -0.07
C 4.175 -0.348 0.380 -0.20
C 4.253 0.649 1.502 -0.03
H -4.412 -4.383 0.595 0.06
H -3.812 -3.472 2.004 0.06
H -2.733 -3.814 0.657 0.08
H -5.639 -3.220 -0.990 0.09
H -6.270 -1.144 -2.192 0.08
H -5.125 0.989 -1.597 0.10
H -3.692 2.244 -0.175 0.07
H -2.146 1.375 -0.068 0.06
H -3.142 1.503 1.350 0.08
H -2.207 -1.375 5.402 0.10
H 0.017 -1.335 6.595 0.09
H 2.119 -1.413 5.206 0.11
H 1.806 -3.748 0.052 0.08
H 1.820 -3.664 -1.723 0.07
H 0.859 -2.526 -0.747 0.08
H 3.905 -2.896 -2.527 0.11
H 5.854 -1.366 -2.403 0.08
H 6.001 0.270 -0.546 0.09
H 5.097 1.327 1.360 0.07
H 4.363 0.128 2.455 0.07
H 3.331 1.234 1.568 0.08
C 2.022 -1.071 -3.614 -0.05
C 1.255 0.217 -3.443 -0.24
C -0.109 0.207 -3.180 -0.02
C -0.809 1.390 -2.983 -0.05
C -0.127 2.591 -3.059 -0.32
C 1.239 2.634 -3.329 -0.05
C 1.918 1.446 -3.519 -0.03
S -1.005 4.085 -2.786 0.62
O -0.686 5.046 -3.812 -0.32
O -2.391 3.751 -2.584 -0.31
N -0.272 4.564 -1.404 -0.14
C 0.143 3.566 -0.375 -0.22
C -0.460 3.815 0.990 -0.12
C 0.142 2.817 1.984 -0.70
O 0.551 3.258 3.064 -0.02
O 0.239 1.640 1.523 -0.15
H 1.348 -1.920 -3.727 0.08
H 2.651 -1.262 -2.740 0.03
H 2.671 -1.024 -4.490 0.09
H -0.629 -0.740 -3.091 0.12
H -1.866 1.386 -2.743 0.11
H 1.748 3.589 -3.369 0.12
H 2.986 1.459 -3.710 0.11
H -0.819 5.329 -1.019 0.10
H 1.230 3.615 -0.315 0.13
H -0.117 2.554 -0.677 0.09
H -1.546 3.681 0.939 0.11
H -0.241 4.818 1.361 0.11
```

Results
Net charge: -2
Molecular weight, g mol⁻¹: 620.657
E_HOMO, eV: -2.32
2S+1: 1
Calculated total energy, eV: -64048.0312
Gap between HOMO and LUMO, eV: 6.6